Below is a structure of composition C6H11Br4NaO4 at a distorted geometry, with properties calculated with ωB97M-V/def2-TZVPD.

Last column: natural (NBO) charge in e.
Element x y z (Å)
Na 19.20952 10.82783 -18.20205  0.91
C 17.37065 10.12217 -16.19354  0.87
O 16.57424 10.07136 -15.34155  -0.57
O 17.13077 9.84324 -17.34982  -0.65
O 18.54812 10.27990 -15.89382  -0.62
C 21.49169 8.00052 -18.52495  -0.22
O 20.16982 8.26850 -18.28830  -0.99
H 22.00268 7.95807 -17.56308  0.10
H 21.54028 6.99711 -18.94794  0.10
H 21.94337 8.75665 -19.16709  0.09
Br 19.18112 13.23593 -13.49485  0.01
C 20.02614 13.87781 -15.19003  -0.44
C 18.94885 13.99751 -16.30506  -0.40
Br 19.86346 14.56829 -18.05552  -0.07
H 20.83526 13.24194 -15.54933  0.22
H 20.57550 14.78739 -14.94718  0.21
H 18.14714 14.63752 -15.93664  0.23
H 18.65833 12.95023 -16.38816  0.24
Br 21.80319 11.88246 -18.56238  -0.06
C 23.61696 12.75624 -18.56764  -0.39
C 23.47219 14.18903 -18.09614  -0.50
Br 25.16114 14.99804 -18.23342  0.02
H 23.97399 12.72297 -19.59697  0.22
H 24.30030 12.17476 -17.94874  0.23
H 23.21082 14.17156 -17.03809  0.22
H 22.64560 14.74481 -18.53880  0.24

Values from the calculation:
molar mass = 489.8 g mol⁻¹
F_max = 8.1 eV/A
LUMO level (alpha / beta) = 0.067 / 0.067 hartree
multiplicity = 2
E_tot = -10994.4927 Eh
expectation value of S² = 0.7584
relative energy (zero: lowest compared OMol25 entry of this formula, charge and spin) = 35.1 kcal per mole
HOMO-LUMO gap (alpha / beta) = 4.60 / 4.58 eV
charge = -1

Below is a cluster of 2 separate species, C6H11BrINO in total at a distorted geometry, with properties calculated with ωB97M-V/def2-TZVPD.

Last column: natural (NBO) charge in e.
Element x y z (Å)
Br 1.90230 4.53186 -0.45201  0.06
C 1.38919 2.82232 -1.37763  -0.35
C 2.35535 1.64526 -0.68588  0.22
N 1.63135 0.46528 -0.47242  -0.44
C 0.23076 0.68754 -1.00125  -0.32
C -0.01984 2.27627 -0.67157  -0.37
I -1.93530 3.08445 -1.35324  0.23
H 1.33807 2.84055 -2.56620  0.30
H 3.48789 1.79336 -0.39680  0.27
H 1.97366 -0.42372 -0.02787  0.48
H 0.39986 0.71460 -2.18259  0.20
H -0.61278 -0.09704 -0.79112  0.38
H 0.14188 2.34165 0.48953  0.25
C -1.03391 -3.30801 1.70843  -0.62
C -2.06840 -2.32487 1.13245  -0.02
O -1.62421 -1.94983 -0.05616  -0.95
H -0.04829 -2.84134 1.83026  0.16
H -1.35816 -3.64965 2.69830  0.17
H -0.91830 -4.19804 1.07718  0.19
H -2.19906 -1.55587 1.90984  0.07
H -3.03207 -2.85479 1.18872  0.09

Values from the calculation:
molar mass = 320.0 g mol⁻¹
F_max = 5.1 eV/A
LUMO level = -0.099 hartree
E_tot = -3236.6597 Eh
HOMO-LUMO gap = 2.82 eV

Below is a cluster of 2 separate species, C6H11BrNO3S in total at a distorted geometry, with properties calculated with ωB97M-V/def2-TZVPD.

Last column: natural (NBO) charge in e.
Element x y z (Å)
C 0.69296 -0.18828 -1.81333  0.53
C -2.23251 -1.10358 0.92784  -0.63
C -1.42791 1.25767 0.54727  -0.61
C 0.26877 -0.57129 0.79152  -0.49
C -1.12566 -0.04334 1.24413  -0.21
C 0.50122 -0.96877 -0.63737  -0.34
N 0.64082 1.27979 -1.70205  -0.91
O 4.32169 -0.59703 -0.85186  -0.90
O 0.97634 -0.67596 -2.86257  -0.70
O 3.08072 0.77505 0.68738  -0.92
S 3.22191 0.30759 -0.69950  1.62
Br 0.55699 -2.86988 -1.07926  -0.04
H -1.79078 -2.13809 0.99504  0.23
H -3.20627 -0.88565 1.45734  0.19
H -2.61287 -0.89453 -0.12899  0.21
H -0.72692 2.04136 0.93146  0.19
H -2.40948 1.61656 0.86500  0.19
H -1.38978 1.21330 -0.49743  0.23
H 0.97685 0.16307 1.22443  0.23
H 0.62734 -1.37637 1.46848  0.22
H -0.95216 0.20475 2.27571  0.18
H 0.76940 1.77928 -0.76947  0.37
H 1.23934 1.67437 -2.37378  0.37

Values from the calculation:
molar mass = 257.1 g mol⁻¹
F_max = 3.9 eV/A
LUMO level (alpha / beta) = 0.113 / 0.113 hartree
E_tot = -3487.9172 Eh
relative energy (zero: lowest compared OMol25 entry of this formula, charge and spin) = 24.3 kcal per mole
HOMO-LUMO gap (alpha / beta) = 6.35 / 6.36 eV
charge = -1

Below is a structure of composition C6H11ClCuF3NdO2 at a distorted geometry, with properties calculated with ωB97M-V/def2-TZVPD.

Last column: natural (NBO) charge in e.
Element x y z (Å)
Nd 0.18347 1.67220 -0.16661  1.65
Cl -2.34038 1.22740 -0.15018  -0.67
C 0.53577 3.49170 -1.85964  -1.28
C 0.28191 3.59302 1.46423  -1.28
H 0.92025 4.38992 -1.34243  0.19
H 1.03077 3.39400 -2.84101  0.18
H -0.54983 3.64766 -2.00349  0.19
H 0.82629 4.46794 1.06230  0.19
H 0.52080 3.45773 2.52955  0.18
H -0.80161 3.78477 1.33317  0.19
Cu 0.35269 -1.25958 0.01835  1.01
C -0.20731 -0.73371 -1.82685  -1.13
C 1.82707 -0.16243 0.29184  -1.43
H 0.30480 0.15767 -2.27715  0.16
H 0.05575 -1.64005 -2.39797  0.19
H -1.31546 -0.61383 -1.85567  0.22
H 2.51037 -0.40118 1.14444  0.17
H 2.44272 -0.11411 -0.65204  0.17
F -0.57475 -5.59299 2.01128  -0.33
C -1.28394 -4.50127 1.62684  0.88
F -2.31405 -4.89282 0.81544  -0.34
F -1.84238 -3.92478 2.73514  -0.34
C -0.37636 -3.43339 0.93811  0.65
O 0.84074 -3.63689 0.79947  -0.67
O -1.02732 -2.37698 0.60288  -0.76

Values from the calculation:
molar mass = 415.4 g mol⁻¹
F_max = 2.9 eV/A
LUMO level (alpha / beta) = 0.192 / 0.191 hartree
multiplicity = 5
E_tot = -3347.3263 Eh
expectation value of S² = 6.0084
relative energy (zero: lowest compared OMol25 entry of this formula, charge and spin) = 0.0 kcal per mole
HOMO-LUMO gap (alpha / beta) = 5.29 / 5.36 eV
charge = -2